# 1
Density functional theory data (the ωB97M-V functional and the def2-TZVPD basis) for 3 unconnected molecules or ions with the total composition C3H11NO2 at a distorted geometry.

The energy above the lowest of the compared OMol25 structures with the same formula, charge and spin comes out at 1.348 eV. As for the HOMO energy: -9.14 eV. Its HOMO-LUMO gap is 9.79 eV. The SMILES is C=C(C)N.O.O.

Geometry as ORCA input:
```
! RIJCOSX wB97M-V def2-TZVPD def2/J DEFGRID3
* xyz 0 1
C -0.72710 -0.50845 -1.07706
C -1.23252 0.14908 -0.04517
C -1.44500 -0.58671 1.27813
N -1.40576 1.56624 0.20728
H -0.54305 -0.03369 -2.06036
H -0.51392 -1.54742 -1.25578
H -2.35920 -0.18944 1.66990
H -0.62928 -0.48459 1.97729
H -1.58005 -1.66562 1.20081
H -0.59600 2.08648 -0.06829
H -1.90224 1.56864 1.07818
O 2.63789 1.59163 0.14481
H 1.77651 1.17469 0.00063
H 2.83435 1.73928 -0.79127
O 2.14945 -1.41941 -0.96586
H 2.33147 -2.20458 -0.44152
H 1.20446 -1.23615 -0.85172
*
```

Results of the Löwdin charge analysis, in e, for atoms 1 through 4:
1. C -0.022
2. C -0.420
3. C -0.061
4. N 0.089


# 2
Density functional theory data (the ωB97M-V functional and the def2-TZVPD basis) for 2 unconnected molecules or ions with the total composition C6H11N3O at a distorted geometry.

The energy above the lowest of the compared OMol25 structures with the same formula, charge and spin comes out at 0.946 eV. As for the HOMO energy: -8.79 eV. Its HOMO-LUMO gap is 9.55 eV. The SMILES is Cc1c[nH]cn1.CC(N)=O.

Geometry as ORCA input:
```
! RIJCOSX wB97M-V def2-TZVPD def2/J DEFGRID3
* xyz 0 1
C -1.73886 0.13789 0.54245
C -0.83547 -0.38468 1.60641
C 0.04729 -1.42965 1.52635
N 0.63155 -1.66394 2.75117
C 0.05924 -0.68878 3.55185
N -0.85650 0.02932 2.95415
H -1.29345 1.06384 0.20436
H -2.69351 0.36035 0.95863
H -1.80725 -0.65103 -0.18387
H 0.30905 -2.05906 0.67234
H 1.54654 -2.10619 2.93106
H 0.22048 -0.56132 4.60564
C -0.11837 0.40684 -3.09168
C 1.29980 0.66460 -2.61954
N 1.32410 1.46988 -1.45346
O 2.35413 0.55183 -3.18948
H -0.07553 -0.28364 -3.92913
H -0.41992 1.38728 -3.54352
H -0.68446 0.05481 -2.22531
H 2.11372 2.08648 -1.32463
H 0.61741 1.61519 -0.74377
*
```

Results of the Löwdin charge analysis, in e, for atoms 1 through 4:
1. C -0.044
2. C -0.342
3. C -0.106
4. N 0.047


# 3
Density functional theory data (the ωB97M-V functional and the def2-TZVPD basis) for a gas-phase ion, C5H10NO2 (charge -1) at a distorted geometry.

The energy above the lowest of the compared OMol25 structures with the same formula, charge and spin comes out at 4.811 eV. As for the HOMO energy: -2.77 eV. Its HOMO-LUMO gap is 6.50 eV. The SMILES is O=CCCCNC[O-].

Geometry as ORCA input:
```
! RIJCOSX wB97M-V def2-TZVPD def2/J DEFGRID3
* xyz -1 1
O -1.93251 1.16046 2.50000
C -0.80017 1.30265 1.98865
C -0.30440 0.02028 1.37997
C 0.96782 0.15906 0.59167
C 0.37154 0.72714 -0.72497
N -0.55862 -0.08596 -1.45881
C -0.10754 -1.54445 -1.52567
O 1.06919 -1.63082 -1.91577
H -0.11696 2.17303 1.81345
H -0.28688 -0.97943 2.13513
H -1.18859 -0.30934 0.70041
H 1.47545 -0.77599 0.23206
H 1.79678 0.80911 0.98398
H 1.23098 0.94275 -1.17804
H -0.11736 1.76488 -0.31764
H -0.47605 0.23930 -2.47594
H -0.20213 -1.97333 -0.47433
H -0.82056 -1.99932 -2.25414
*
```

Results of the Löwdin charge analysis, in e, for atoms 1 through 4:
1. O -0.034
2. C -0.254
3. C -0.254
4. C -0.234


# 4
Density functional theory data (the ωB97M-V functional and the def2-TZVPD basis) for 20 unconnected molecules or ions with the total composition C48H140N20O24 at a distorted geometry.

The energy above the lowest of the compared OMol25 structures with the same formula, charge and spin comes out at 0.000 eV. As for the HOMO energy: -8.66 eV. Its HOMO-LUMO gap is 8.60 eV.

Geometry as ORCA input:
```
! RIJCOSX wB97M-V def2-TZVPD def2/J DEFGRID3
* xyz 0 1
C -2.61839 -9.17032 -0.89090
O -1.37187 -8.47032 -0.78787
C -0.81220 -8.14276 -2.10280
C 0.23404 -7.02367 -1.87691
N -0.42989 -5.86959 -1.38019
C 0.49026 -4.72410 -1.28549
C -0.21847 -3.57765 -0.54179
O -0.60112 -4.15213 0.67604
C -1.31999 -3.24697 1.46595
H -2.43078 -10.13778 -1.34335
H -3.39522 -8.65809 -1.42265
H -2.94116 -9.41703 0.14283
H -1.60547 -7.74811 -2.70441
H -0.39639 -9.08044 -2.46661
H 0.69766 -6.78002 -2.83705
H 1.05573 -7.37783 -1.22559
H -0.72790 -6.07374 -0.45499
H 0.80254 -4.36864 -2.29451
H 1.47411 -5.01690 -0.84795
H -1.11547 -3.23584 -1.08985
H 0.44678 -2.71764 -0.46032
H -0.70640 -2.39834 1.66665
H -1.58894 -3.74200 2.39688
H -2.23308 -2.92579 0.89476
C 3.64029 3.30804 0.92420
O 4.16503 2.56028 -0.15471
C 5.60025 2.44904 -0.16820
C 6.04268 1.67483 -1.46551
N 5.95829 2.59091 -2.61019
C 6.60510 1.97317 -3.83417
C 7.98052 2.38506 -4.01926
O 8.84346 1.70057 -3.17203
C 10.20618 1.91927 -3.46609
H 2.53543 3.35448 1.00870
H 3.94623 4.36996 0.84398
H 4.04321 2.85111 1.86515
H 5.97949 2.01310 0.74557
H 6.01880 3.49840 -0.11698
H 5.50596 0.77742 -1.50958
H 7.09165 1.40888 -1.28108
H 4.98042 2.67541 -2.84520
H 6.02513 2.37640 -4.62605
H 6.47549 0.90896 -3.73395
H 8.12477 3.45678 -3.84480
H 8.28448 2.17075 -5.06350
H 10.49086 2.97831 -3.27122
H 10.51392 1.67953 -4.53845
H 10.72868 1.20450 -2.77545
C -4.67274 -1.69961 -2.39142
O -4.59717 -0.39681 -1.85039
C -4.49260 0.49475 -2.90633
C -4.33405 1.89401 -2.31425
N -5.64193 2.24580 -1.69921
C -5.64932 3.64206 -1.32661
C -6.98799 4.15632 -0.81092
O -7.38870 3.37649 0.34419
C -8.73202 3.38326 0.80458
H -5.59771 -1.83346 -2.88505
H -4.56650 -2.36643 -1.51954
H -3.81730 -1.89707 -3.08451
H -5.36010 0.49000 -3.53880
H -3.62097 0.22940 -3.48605
H -4.12385 2.64782 -3.06787
H -3.52263 1.77482 -1.65493
H -5.83072 1.67347 -0.90171
H -5.44578 4.18696 -2.22390
H -4.76372 3.79871 -0.66730
H -7.72284 4.03091 -1.58593
H -6.96221 5.20101 -0.51749
H -8.92542 4.40412 1.22225
H -8.83980 2.59917 1.54174
H -9.38527 3.15050 -0.03825
C 4.82197 -0.65132 1.73435
O 3.73989 -1.43402 2.31701
C 3.34503 -2.54653 1.49853
C 2.11486 -3.20886 2.11616
N 2.41799 -3.89960 3.35101
C 1.60279 -5.07598 3.54864
C 1.79646 -5.53686 4.97681
O 1.15833 -4.71860 5.86612
C 1.73777 -4.82092 7.13848
H 5.76812 -1.23285 1.57891
H 5.07175 0.06350 2.47649
H 4.51601 -0.18860 0.81299
H 4.18115 -3.25175 1.35609
H 3.14739 -2.16067 0.42462
H 1.77534 -3.95472 1.38884
H 1.29365 -2.45189 2.22042
H 2.49991 -3.27262 4.10393
H 1.83943 -5.90959 2.85016
H 0.52207 -4.86852 3.41878
H 2.84339 -5.57499 5.22983
H 1.35677 -6.53227 5.09872
H 1.18954 -4.26544 7.86607
H 2.83036 -4.51633 7.12381
H 1.77593 -5.84308 7.45655
C 0.51469 0.92608 0.31593
O 0.67306 1.66822 1.32013
N 1.55593 0.51703 -0.35073
N -0.66592 0.51683 -0.11214
H 2.41381 0.70063 0.15612
H 1.58426 -0.12707 -1.17598
H -0.73158 0.35492 -1.08282
H -1.47454 0.89912 0.36111
C -4.84193 -0.48919 2.34326
O -4.64184 0.37553 3.24395
N -4.63769 -1.78124 2.56136
N -5.15235 -0.12134 1.10303
H -4.24524 -2.23041 1.76821
H -4.33559 -2.07109 3.47391
H -5.08915 0.87121 0.90164
H -5.23015 -0.78104 0.32967
C -3.27143 3.15737 1.42629
O -2.94720 4.10066 0.64973
N -2.38982 2.25548 1.85813
N -4.57380 2.92779 1.66666
H -1.42336 2.51526 1.64077
H -2.73689 1.56189 2.47562
H -4.82071 2.35848 2.45837
H -5.23568 3.65424 1.36293
C 2.58570 2.61115 -4.24164
O 3.72129 2.99054 -4.48754
N 2.06138 2.37803 -2.90240
N 1.53990 2.35617 -5.17764
H 1.21342 1.78269 -2.84345
H 2.64278 2.10779 -2.08570
H 1.61252 2.72298 -6.11085
H 0.55565 2.31117 -4.95513
C -1.79415 -1.88008 4.76891
O -2.78873 -2.54874 4.78192
N -1.68567 -0.72533 4.11742
N -0.55877 -2.27127 5.36759
H -2.54462 -0.32121 3.77773
H -0.91439 -0.11814 4.07167
H 0.19071 -1.80837 4.91167
H -0.46351 -3.22618 5.76536
C -0.58547 -0.67889 -3.81025
O -0.30206 0.37842 -3.28339
N 0.03580 -1.82370 -3.35031
N -1.46450 -0.73983 -4.84061
H 0.79095 -1.60343 -2.75673
H -0.23269 -2.70931 -3.71025
H -1.81107 0.12389 -5.15778
H -1.89005 -1.60282 -5.14470
C -2.21335 3.30764 5.80947
O -2.80815 4.39200 5.97194
N -2.39447 2.24399 6.73313
N -1.27322 3.05294 4.84175
H -2.31587 1.30925 6.34787
H -3.18870 2.29226 7.35022
H -0.80139 2.19908 4.84991
H -0.94176 3.74491 4.20471
C 3.39258 -0.99219 -3.13016
O 2.68580 -1.50184 -2.23605
N 4.70493 -1.15489 -3.07626
N 2.93775 -0.35891 -4.17498
H 5.21009 -0.63321 -3.74224
H 5.17236 -1.86711 -2.50096
H 2.00471 -0.00285 -4.21942
H 3.54167 -0.08249 -4.89859
C -4.14864 -4.61672 -5.02737
C -2.92922 -4.41230 -4.14204
O -1.89077 -3.66536 -4.78514
H -4.83450 -5.13932 -4.40420
H -3.85761 -5.24977 -5.85405
H -4.59147 -3.67600 -5.34512
H -2.55364 -5.41686 -3.83284
H -3.26836 -3.84478 -3.28079
H -1.58232 -4.06603 -5.58112
C 0.05922 6.57295 1.92757
C 1.02320 5.87656 2.87322
O 2.35967 5.83820 2.30139
H -0.15349 6.00192 1.02432
H 0.35873 7.51229 1.43613
H -0.82205 6.80734 2.48759
H 0.70134 4.82352 3.06844
H 1.01626 6.45328 3.79482
H 3.01379 5.78524 3.02270
C -5.07274 -5.55114 -1.39765
C -6.06246 -4.71508 -0.75354
O -5.46439 -3.77688 0.12193
H -4.44385 -6.10636 -0.64924
H -4.37523 -4.98208 -1.95084
H -5.58346 -6.24674 -2.03310
H -6.76316 -5.38839 -0.26359
H -6.72550 -4.25691 -1.44371
H -6.02787 -3.57806 0.84905
C 2.25029 0.57554 5.85697
C 2.09570 0.73431 4.35833
O 0.77409 1.08123 4.05079
H 1.58214 -0.29336 6.13005
H 1.73508 1.38550 6.31367
H 3.23860 0.52254 6.21745
H 2.33465 -0.18024 3.86798
H 2.76318 1.52977 3.98809
H 0.74010 1.30471 3.12903
C 5.81853 -1.97359 6.74854
C 5.49765 -2.19236 5.25568
O 4.43335 -1.34385 4.95676
H 5.87895 -0.87799 6.86400
H 6.67713 -2.50601 7.14783
H 4.97116 -2.24045 7.38233
H 5.22247 -3.22722 5.06846
H 6.36794 -2.00470 4.58268
H 4.16740 -1.52358 4.02101
C 2.52830 6.02512 -1.23811
C 3.53996 7.10575 -0.84996
O 3.06431 7.93780 0.23294
H 2.23519 5.29627 -0.45269
H 2.95100 5.36011 -2.05314
H 1.61210 6.50174 -1.60681
H 3.58938 7.69268 -1.75703
H 4.50593 6.58929 -0.71836
H 2.91113 7.26303 0.90890
C -0.96066 4.15794 -2.07915
C -1.46625 5.55480 -1.81653
O -2.86762 5.57672 -1.75412
H -1.05539 3.55812 -1.15747
H 0.05713 3.98312 -2.37286
H -1.56588 3.67772 -2.82377
H -1.10963 6.20613 -2.60132
H -1.05897 5.90646 -0.87109
H -3.09456 5.05073 -0.94605
C -2.83653 4.08465 -5.19981
C -2.48397 2.61423 -5.45723
O -1.27808 2.55329 -6.12198
H -3.64094 4.07784 -4.42409
H -3.10445 4.62724 -6.11142
H -2.04437 4.46232 -4.58269
H -3.21514 2.02423 -6.03601
H -2.47603 2.13097 -4.45553
H -1.42935 3.25232 -6.80312
*
```

Results of the Löwdin charge analysis, in e, for atoms 1 through 4:
1. C -0.109
2. O -0.212
3. C -0.171
4. C -0.233


no.,E (a.u.)
1,-326.0819
2,-474.7314
3,-401.6500
4,-4813.8119